Entry 1:
This record from OMol25 describes a structure of composition C52H42CsF4N9O2PS4 in a non-equilibrium geometry. The level of theory is wB97M-V/def2-TZVPD.

The geometry in XYZ format:
```
115
C52H42CsF4N9O2PS4, DFT wB97M-V/def2-TZVPD
Cs -1.465 -0.574 -0.042
S -0.731 4.488 -1.204
C -2.413 4.827 -1.256
C -2.865 6.139 -1.524
C -4.201 6.473 -1.502
C -5.170 5.519 -1.202
C -4.769 4.221 -0.949
C -3.423 3.863 -0.989
S -3.049 2.162 -0.620
C -2.616 1.517 -2.287
C -1.218 1.740 -2.770
C -0.994 2.436 -3.960
C 0.272 2.453 -4.495
C 1.295 1.802 -3.820
C 0.969 1.149 -2.648
C 1.652 0.006 -0.573
S 3.010 -0.996 0.114
C 2.727 -0.671 1.815
C 3.718 -0.248 2.610
C 3.622 0.119 4.023
C 2.533 0.173 4.799
C 1.156 -0.316 4.392
C 0.746 0.158 3.018
S -0.374 1.173 2.468
N -0.249 1.056 -2.155
H -2.116 6.896 -1.715
H -4.498 7.496 -1.706
H -6.218 5.787 -1.165
H -5.497 3.455 -0.710
H -3.346 1.939 -2.975
H -2.774 0.444 -2.191
H -1.801 2.984 -4.425
H 0.485 2.988 -5.411
H 2.310 1.809 -4.192
H 0.770 -0.611 -0.676
H 1.474 0.861 0.083
H 4.689 -0.127 2.148
H 4.565 0.427 4.459
H 2.628 0.495 5.828
H 0.430 -0.257 5.195
C -1.696 -4.608 1.230
C -1.704 -5.444 0.125
C -0.978 -5.080 -0.995
C -0.256 -3.885 -0.987
N -0.279 -3.073 0.070
C -0.973 -3.431 1.137
C 0.585 -3.461 -2.138
C 0.901 -4.337 -3.168
C 1.669 -3.841 -4.221
C 2.172 -2.568 -4.159
C 1.929 -1.775 -3.001
N 1.046 -2.216 -2.083
C 2.665 -0.566 -2.795
C 3.914 -0.354 -3.396
C 4.722 0.720 -3.161
C 4.262 1.697 -2.229
C 3.067 1.611 -1.642
N 2.094 0.512 -1.909
H -2.228 -4.864 2.136
H -2.256 -6.375 0.136
H -0.972 -5.729 -1.859
H -0.935 -2.746 1.981
H 0.582 -5.369 -3.172
H 1.864 -4.465 -5.085
H 2.734 -2.164 -4.988
H 4.287 -1.146 -4.030
H 5.698 0.800 -3.615
H 4.889 2.533 -1.952
H 2.695 2.321 -0.922
C 2.570 4.307 4.456
N 3.056 3.571 3.312
C 4.483 3.346 3.212
C 2.239 3.184 2.312
O 2.579 2.523 1.345
H 2.869 5.358 4.411
H 2.974 3.871 5.372
H 1.483 4.249 4.494
H 4.998 4.260 2.904
H 4.654 2.575 2.465
H 4.879 3.026 4.176
H 1.205 3.532 2.448
C -4.778 -3.717 -2.177
P -3.527 -2.509 -2.692
C -2.430 -3.378 -3.838
C -4.416 -1.298 -3.712
O -2.828 -1.909 -1.522
H -5.285 -4.168 -3.029
H -5.502 -3.206 -1.541
H -4.277 -4.485 -1.587
H -2.955 -3.658 -4.751
H -2.043 -4.267 -3.346
H -1.590 -2.723 -4.072
H -5.012 -1.797 -4.476
H -3.692 -0.637 -4.188
H -5.065 -0.706 -3.065
F -0.550 -2.459 5.706
C 0.618 -2.850 6.258
C 0.715 -2.901 7.624
F -0.367 -2.555 8.340
C 1.897 -3.300 8.296
C 2.896 -3.795 7.422
C 2.787 -3.737 6.056
F 3.819 -4.147 5.304
C 1.665 -3.216 5.413
C 1.681 -2.857 3.980
C 1.427 -1.598 3.624
N 1.410 -0.927 2.358
C 1.980 -3.840 2.989
N 2.165 -4.645 2.188
F 4.023 -4.309 7.935
C 2.067 -3.196 9.698
C 3.246 -3.582 10.379
N 4.177 -3.858 11.005
C 1.108 -2.605 10.556
N 0.388 -2.102 11.307
```

Output
Frontier orbital gap   5.2243 eV
Net charge   -1

Entry 2:
This record from OMol25 describes the molecule C4H8O2. The level of theory is wB97M-V/def2-TZVPD.

The geometry in XYZ format:
```
14
C4H8O2, DFT wB97M-V/def2-TZVPD
C -2.102 0.260 0.140
C -0.710 -0.329 0.144
O -0.535 -1.514 0.375
C 0.445 0.612 -0.135
C 1.810 -0.055 0.033
O 1.943 -1.200 -0.773
H -2.332 0.628 1.148
H -2.191 1.104 -0.552
H -2.825 -0.519 -0.113
H 0.328 0.983 -1.162
H 0.348 1.487 0.524
H 1.968 -0.290 1.097
H 2.598 0.641 -0.271
H 1.257 -1.808 -0.455
```

Output
Frontier orbital gap   10.8214 eV
Net charge   0
Structure (SMILES)   CC(=O)CCO
ΔE to the lowest compared entry with this formula, charge and spin   0.755 eV

Entry 3:
This record from OMol25 describes a structure of composition C10H11N3OS in a non-equilibrium geometry. The level of theory is wB97M-V/def2-TZVPD.

The geometry in XYZ format:
```
26
C10H11N3OS, DFT wB97M-V/def2-TZVPD
C 1.031 2.697 -1.056
C 1.761 1.428 0.806
C 2.105 -1.193 0.411
C 1.091 -2.217 -1.067
C -0.442 -0.880 0.222
C -1.019 -0.911 1.531
C -2.350 -0.726 1.667
C -3.004 -0.215 0.578
C -2.577 -0.209 -0.799
C -1.276 -0.611 -1.017
H -0.130 1.991 -1.280
H 0.756 3.574 -0.097
H 1.615 2.961 -1.952
H 0.645 1.393 0.895
H 2.297 2.057 1.488
H 0.389 -2.469 -2.102
H -0.444 -1.544 2.231
H -2.670 -1.053 2.655
H -4.043 0.399 0.539
H -3.315 0.560 -1.372
H -0.959 -0.619 -2.094
N 2.961 -2.126 0.021
N 2.203 -2.739 -0.905
N 0.844 -1.266 -0.124
O 1.914 1.678 -0.641
S 2.618 0.041 1.462
```

Output
Frontier orbital gap   8.9442 eV
Net charge   0
ΔE to the lowest compared entry with this formula, charge and spin   5.598 eV